No. 1
# C17H19N

2 unconnected molecules or ions with the total composition C17H19N at a distorted geometry (ωB97M-V/def2-TZVPD, the Open Molecules 2025 dataset).

Last column: Mulliken charge in e.
Positions of all 37 atoms, in Å:
C  -1.821  -0.247  2.405  -0.30
C  -2.281  -1.511  3.248  -1.21
C  -0.374  -0.089  2.218  0.56
C  0.638  -1.017  1.858  -0.66
C  0.083  1.208  2.069  0.56
C  1.379  1.061  1.454  -0.04
C  -0.162  2.526  2.502  -0.32
C  2.342  2.056  1.105  -1.09
C  0.643  3.576  2.048  -0.81
C  1.857  3.318  1.346  -0.27
N  1.562  -0.270  1.241  0.09
H  -2.234  -0.670  1.376  0.06
H  -2.377  0.621  2.668  0.43
H  -2.057  -1.488  4.290  0.35
H  0.640  -2.079  1.946  0.40
H  2.445  -0.644  1.025  0.22
H  -1.011  2.700  3.327  0.19
H  3.343  1.903  0.907  0.46
H  0.575  4.531  2.323  0.49
H  2.568  4.154  1.172  0.30
H  -1.679  -2.452  2.890  0.21
H  -3.293  -1.784  3.081  0.39
C  2.062  -1.757  -3.196  -1.26
C  -0.988  0.484  -3.536  -0.52
C  0.357  0.067  -3.433  -0.69
C  -2.034  -0.378  -3.096  -0.30
C  0.595  -1.301  -3.247  0.99
C  -1.707  -1.595  -2.584  -0.46
C  -0.484  -2.198  -2.836  -0.46
H  -1.280  1.524  -3.649  0.32
H  1.098  0.778  -3.718  0.39
H  -3.133  -0.161  -3.073  0.31
H  -2.518  -2.275  -2.301  0.38
H  2.313  -2.679  -3.665  0.39
H  2.324  -1.784  -2.079  0.17
H  -0.109  -3.198  -2.600  0.38
H  2.719  -0.929  -3.488  0.35

For the energy above the lowest of the compared OMol25 structures with the same formula, charge and spin, the calculation gives 308.18 kJ/mol. For the gap between HOMO and LUMO, the calculation gives 8.133 eV. As for the total energy: -713.8449 a.u. Its SMILES is CCc1c[nH]c2ccccc12.Cc1ccccc1.

---

No. 2
# C27H27As2N3O12RhS2

A molecular structure, C27H27As2N3O12RhS2 (ωB97M-V/def2-TZVPD, the Open Molecules 2025 dataset).

Last column: Mulliken charge in e.
Positions of all 74 atoms, in Å:
Rh  1.264  1.593  -0.229  0.32
S  1.578  3.239  -2.015  -0.33
C  -0.065  3.579  -1.568  0.56
N  -0.524  2.931  -0.531  0.03
C  -1.836  3.273  -0.233  -0.99
C  -2.607  2.768  0.810  0.11
C  -3.895  3.243  0.961  -1.00
C  -4.423  4.195  0.083  -0.62
C  -3.667  4.695  -0.960  -0.55
C  -2.365  4.228  -1.106  0.85
S  -1.175  4.675  -2.298  -0.25
H  -2.197  2.030  1.487  0.52
H  -4.506  2.881  1.778  0.56
H  -5.434  4.549  0.223  0.41
H  -4.075  5.430  -1.639  0.41
C  4.463  3.896  0.049  -1.38
C  4.552  2.414  0.053  0.16
N  3.556  1.559  0.185  0.16
C  4.112  0.298  0.116  -0.22
C  5.462  0.396  -0.076  -0.03
N  5.714  1.735  -0.087  -0.03
C  6.625  -0.527  -0.256  0.46
O  6.381  -1.824  -0.335  -0.55
O  7.725  -0.052  -0.308  -0.57
C  3.286  -0.908  0.217  0.87
O  3.638  -2.026  -0.054  -0.76
O  2.048  -0.563  0.647  0.14
H  3.496  4.206  0.435  0.23
H  4.561  4.286  -0.964  0.31
H  5.253  4.326  0.664  0.45
H  6.648  2.107  -0.198  0.25
H  5.422  -2.019  -0.319  0.49
C  1.577  -4.817  -0.675  -0.85
O  1.100  -3.456  -0.564  -0.08
C  1.282  -2.901  0.625  -0.78
O  1.666  -3.451  1.616  -0.49
C  0.867  -1.425  0.652  1.32
C  -0.043  -1.111  1.760  -1.40
As  -1.632  -2.209  2.169  0.23
C  -1.203  -4.051  1.662  -0.99
C  -2.523  -1.799  0.428  0.74
C  -1.962  -1.301  -0.671  0.45
As  -0.197  -0.508  -0.845  2.53
C  0.418  -1.261  -2.521  -1.56
C  -2.671  -0.868  -1.938  -0.29
O  -2.453  0.264  -2.306  -0.50
O  -3.401  -1.684  -2.674  -0.38
C  -3.363  -3.123  -2.544  -0.52
C  -3.950  -2.282  0.486  -0.14
O  -4.189  -3.458  0.477  -0.54
O  -4.920  -1.388  0.662  -0.37
C  -4.607  0.005  0.855  -0.66
C  -0.216  0.219  2.380  0.68
O  -1.159  0.483  3.087  -0.57
O  0.747  1.151  2.115  -0.07
C  0.607  2.389  2.859  -0.72
H  1.567  -5.042  -1.736  0.28
H  0.908  -5.483  -0.133  0.32
H  2.580  -4.889  -0.266  0.33
H  -0.463  -4.450  2.352  0.46
H  -0.876  -4.165  0.632  0.04
H  -2.149  -4.577  1.787  0.51
H  0.085  -2.287  -2.650  0.37
H  1.507  -1.224  -2.535  0.49
H  0.027  -0.615  -3.307  0.49
H  -4.309  -3.464  -2.137  0.30
H  -2.545  -3.438  -1.900  0.20
H  -3.225  -3.505  -3.551  0.29
H  -4.234  0.460  -0.060  0.31
H  -3.888  0.130  1.666  0.31
H  -5.550  0.467  1.130  0.39
H  1.475  2.980  2.579  0.25
H  0.612  2.175  3.924  0.31
H  -0.313  2.896  2.582  0.28

For the energy above the lowest of the compared OMol25 structures with the same formula, charge and spin, the calculation gives 118.96 kJ/mol. For the gap between HOMO and LUMO (spin up / spin down), the calculation gives 7.740 / 6.025 eV. As for the spin multiplicity: 5. As for the total energy: -7490.4492 a.u. As for the expectation value of S²: 6.019. As for the net charge: +1.

---

No. 3
# C19H15Br2KN5OS4

A molecular structure, C19H15Br2KN5OS4 (ωB97M-V/def2-TZVPD, the Open Molecules 2025 dataset).

Last column: Mulliken charge in e.
Positions of all 47 atoms, in Å:
K  0.741  0.961  -0.330  0.94
Br  2.865  -1.070  -4.588  -0.26
C  3.514  -1.227  -2.811  0.01
C  4.852  -1.568  -2.637  -0.26
C  5.358  -1.729  -1.379  -0.08
Br  7.163  -2.298  -1.191  -0.23
C  4.531  -1.520  -0.244  1.14
C  5.001  -1.661  1.082  -0.95
C  4.145  -1.475  2.129  -0.56
C  2.806  -1.151  1.845  -0.60
N  2.329  -1.014  0.634  -0.51
C  3.159  -1.185  -0.422  0.22
C  2.594  -1.035  -1.768  0.53
O  1.375  -0.745  -1.967  -1.02
H  5.473  -1.722  -3.509  0.42
H  6.040  -1.907  1.250  0.29
H  4.470  -1.564  3.157  0.41
H  2.105  -1.002  2.662  0.41
C  -1.383  -1.239  -3.918  -0.95
N  -1.263  -1.743  -2.564  -0.09
C  -2.227  -1.630  -1.649  0.35
N  -3.452  -1.240  -2.075  -0.39
S  -1.972  -1.990  -0.030  -0.43
H  -0.458  -1.470  -4.437  0.25
H  -1.535  -0.155  -3.953  0.31
H  -2.204  -1.721  -4.457  0.37
H  -0.302  -1.774  -2.216  0.24
H  -3.673  -1.177  -3.053  0.17
H  -4.201  -1.318  -1.413  0.21
S  5.368  5.489  3.134  -0.42
C  4.203  4.703  2.228  0.24
S  2.578  5.329  2.158  -0.18
C  2.114  4.077  1.029  0.10
N  3.095  3.276  0.737  -0.57
N  4.269  3.632  1.410  0.48
C  5.416  2.842  1.105  0.45
C  5.456  2.193  -0.127  -0.19
C  6.572  1.450  -0.472  -0.47
C  7.634  1.317  0.406  -0.56
C  7.578  1.945  1.640  -0.73
C  6.480  2.713  1.996  -0.48
S  0.522  3.944  0.420  -0.56
H  4.630  2.292  -0.813  0.47
H  6.605  0.975  -1.440  0.45
H  8.501  0.728  0.127  0.40
H  8.399  1.846  2.340  0.36
H  6.440  3.211  2.950  0.28

For the energy above the lowest of the compared OMol25 structures with the same formula, charge and spin, the calculation gives 0.00 kJ/mol. For the gap between HOMO and LUMO, the calculation gives 6.880 eV. As for the total energy: -8422.9692 a.u. As for the net charge: -1.

---

Repeat the third record exactly.
# C19H15Br2KN5OS4

A molecular structure, C19H15Br2KN5OS4 (ωB97M-V/def2-TZVPD, the Open Molecules 2025 dataset).

Last column: Mulliken charge in e.
Positions of all 47 atoms, in Å:
K  0.741  0.961  -0.330  0.94
Br  2.865  -1.070  -4.588  -0.26
C  3.514  -1.227  -2.811  0.01
C  4.852  -1.568  -2.637  -0.26
C  5.358  -1.729  -1.379  -0.08
Br  7.163  -2.298  -1.191  -0.23
C  4.531  -1.520  -0.244  1.14
C  5.001  -1.661  1.082  -0.95
C  4.145  -1.475  2.129  -0.56
C  2.806  -1.151  1.845  -0.60
N  2.329  -1.014  0.634  -0.51
C  3.159  -1.185  -0.422  0.22
C  2.594  -1.035  -1.768  0.53
O  1.375  -0.745  -1.967  -1.02
H  5.473  -1.722  -3.509  0.42
H  6.040  -1.907  1.250  0.29
H  4.470  -1.564  3.157  0.41
H  2.105  -1.002  2.662  0.41
C  -1.383  -1.239  -3.918  -0.95
N  -1.263  -1.743  -2.564  -0.09
C  -2.227  -1.630  -1.649  0.35
N  -3.452  -1.240  -2.075  -0.39
S  -1.972  -1.990  -0.030  -0.43
H  -0.458  -1.470  -4.437  0.25
H  -1.535  -0.155  -3.953  0.31
H  -2.204  -1.721  -4.457  0.37
H  -0.302  -1.774  -2.216  0.24
H  -3.673  -1.177  -3.053  0.17
H  -4.201  -1.318  -1.413  0.21
S  5.368  5.489  3.134  -0.42
C  4.203  4.703  2.228  0.24
S  2.578  5.329  2.158  -0.18
C  2.114  4.077  1.029  0.10
N  3.095  3.276  0.737  -0.57
N  4.269  3.632  1.410  0.48
C  5.416  2.842  1.105  0.45
C  5.456  2.193  -0.127  -0.19
C  6.572  1.450  -0.472  -0.47
C  7.634  1.317  0.406  -0.56
C  7.578  1.945  1.640  -0.73
C  6.480  2.713  1.996  -0.48
S  0.522  3.944  0.420  -0.56
H  4.630  2.292  -0.813  0.47
H  6.605  0.975  -1.440  0.45
H  8.501  0.728  0.127  0.40
H  8.399  1.846  2.340  0.36
H  6.440  3.211  2.950  0.28

For the energy above the lowest of the compared OMol25 structures with the same formula, charge and spin, the calculation gives 0.00 kJ/mol. For the gap between HOMO and LUMO, the calculation gives 6.880 eV. As for the total energy: -8422.9692 a.u. As for the net charge: -1.